8
Properties=species:S:1:pos:R:3:forces:R:3 method="wB97M-V/def2-TZVPD" energy_ev=-19201.125 homo_energy_ev=-9.09 homo_lumo_gap_ev=9.779 spin_multiplicity=1 lumo_ev=0.69 relative_energy_kcal_mol=34.99 smiles=Clc1cnco1
C -0.898849 -0.176208 0.162907 3.269 2.231 -0.714
C -0.160226 1.006813 0.089192 -2.011 -0.053 -0.258
C 1.182015 -0.600898 0.025406 2.488 -3.403 -3.090
H -0.699890 2.064690 0.157458 1.852 -2.471 -0.340
H 1.922642 -1.573737 -0.210091 -1.001 3.673 0.859
N 1.176011 0.688594 -0.173259 -0.292 -0.933 2.076
O 0.001062 -1.248795 0.021786 -2.439 2.056 1.345
Cl -2.522766 -0.160460 -0.073402 -1.867 -1.099 0.123